Entry 1:
{
  "formula": "CH3O3PS",
  "method": "ωB97M-V with the def2-TZVPD basis set",
  "symbols": ["C", "O", "O", "O", "P", "S", "H", "H", "H"],
  "positions_angstrom": [[-1.2220, -0.0504, -0.2450], [1.4779, -1.7870, -0.4502], [-0.8640, -0.9716, 0.7639], [0.0283, 0.5449, -0.5165], [1.4799, 1.3972, -0.3378], [0.9929, -0.9529, 0.6160], [-1.6578, -0.4463, -1.0752], [-1.8064, 0.8253, 0.1083], [1.5713, 1.4409, 1.1365]],
  "lowdin_charge": [-0.31, -0.48, -0.32, -0.71, 0.82, 0.92, 0.09, 0.14, -0.14],
  "multiplicity": 1,
  "homo_energy_ev": [-8.24, -8.46],
  "total_charge": 0,
  "orbital_gap_ev": [6.9, 7.6]
}

Entry 2:
{
  "formula": "CH3O3PS",
  "method": "ωB97M-V with the def2-TZVPD basis set",
  "symbols": ["C", "O", "O", "O", "P", "S", "H", "H", "H"],
  "positions_angstrom": [[-1.2086, 1.0885, -0.7119], [0.0764, 1.5110, -0.2373], [0.9724, -0.7938, 0.5657], [2.2038, -2.8812, 1.5165], [1.4759, 0.6000, -0.0120], [0.8998, -2.3240, 1.2053], [-1.8027, 2.0176, -0.8988], [-1.1301, 0.3582, -1.5631], [-1.4868, 0.4237, 0.1356]],
  "lowdin_charge": [-0.15, -0.53, -0.85, -0.53, 0.90, 0.90, 0.10, 0.09, 0.08],
  "multiplicity": 1,
  "homo_energy_ev": [-8.77, -7.43],
  "total_charge": 0,
  "orbital_gap_ev": [8.4, 6.4]
}

Entry 3:
{
  "formula": "CH3O3S3",
  "method": "ωB97M-V with the def2-TZVPD basis set",
  "symbols": ["O", "S", "O", "O", "S", "C", "S", "H", "H", "H"],
  "positions_angstrom": [[0.3523, -2.0304, -0.1612], [-0.6124, -1.5645, 0.8089], [-1.8940, -1.2022, 0.2817], [-0.6629, -2.3431, 2.0467], [0.2055, 0.3439, 1.3028], [0.0081, 1.2474, -0.2733], [1.3972, 2.1202, -1.1440], [-0.8822, 1.9859, -0.3952], [-0.2222, 0.3994, -1.0080], [2.3106, 1.0433, -1.4585]],
  "lowdin_charge": [-0.42, 0.13, -0.41, -0.40, 0.58, -0.97, 0.52, 0.05, 0.02, -0.10],
  "smiles": "O=S(=O)([O-])SCS",
  "multiplicity": 1,
  "homo_energy_ev": -5.02,
  "total_charge": -1,
  "orbital_gap_ev": 8.0
}

Entry 4:
{
  "formula": "CH3O3S3",
  "method": "ωB97M-V with the def2-TZVPD basis set",
  "symbols": ["C", "O", "O", "O", "S", "S", "S", "H", "H", "H"],
  "positions_angstrom": [[-1.9111, 0.2349, -0.7315], [1.3479, 0.3073, 1.6405], [1.2159, -1.3348, -0.1572], [2.8534, 0.6251, -0.1821], [-1.8008, -1.4394, -0.7872], [-1.2105, 1.3630, 0.3209], [1.4405, 0.2638, 0.0312], [-2.6786, 0.7665, -1.3672], [0.2999, -1.4582, -0.4433], [0.4435, 0.6718, 1.6760]],
  "lowdin_charge": [-1.26, -0.32, -0.33, -0.47, 0.44, 0.45, 0.70, -0.02, -0.12, -0.07],
  "multiplicity": 1,
  "homo_energy_ev": -4.30,
  "total_charge": -1,
  "orbital_gap_ev": 7.7
}

Entry 5:
{
  "formula": "CH3O4",
  "method": "ωB97M-V with the def2-TZVPD basis set",
  "symbols": ["C", "O", "O", "O", "O", "H", "H", "H"],
  "positions_angstrom": [[-0.8266, 0.2549, -0.2506], [2.8878, 0.1040, 0.0794], [-1.5459, -0.8063, -0.1274], [0.8078, -0.2120, 0.4267], [1.7854, 0.2295, -0.2678], [-0.8271, 1.0078, 0.5452], [-0.3619, 0.5836, -1.1453], [-1.9195, -1.1614, 0.7397]],
  "lowdin_charge": [0.02, 0.27, 0.14, 0.05, 0.01, 0.15, 0.13, 0.21],
  "multiplicity": 1,
  "homo_energy_ev": [-18.20, -18.20],
  "total_charge": 1,
  "orbital_gap_ev": [10.0, 10.0]
}

Entry 6:
{
  "formula": "CH3O4S",
  "method": "ωB97M-V with the def2-TZVPD basis set",
  "symbols": ["C", "O", "O", "O", "O", "S", "H", "H", "H"],
  "positions_angstrom": [[-0.6927, -1.3163, -0.5336], [1.0673, 0.4196, -1.1663], [1.7220, -1.1313, 0.5148], [-0.3785, 2.2429, 0.6755], [-0.1495, 1.2775, 1.6119], [0.6259, -0.4829, -0.1008], [-0.8998, -2.0774, 0.2412], [-1.3710, -0.8119, -1.2109], [0.0763, 1.8797, -0.0317]],
  "lowdin_charge": [-0.25, -0.39, -0.35, -0.24, -0.38, 0.63, 0.02, 0.02, -0.05],
  "multiplicity": 1,
  "homo_energy_ev": [-3.05, -3.05],
  "total_charge": -1,
  "orbital_gap_ev": [6.6, 6.6]
}

Entry 7:
{
  "formula": "CH3O5P",
  "method": "ωB97M-V with the def2-TZVPD basis set",
  "symbols": ["O", "P", "O", "O", "C", "O", "O", "H", "H", "H"],
  "positions_angstrom": [[-1.8155, 0.1133, 1.3908], [-1.1532, -0.0426, 0.0339], [-1.2316, 1.2330, -0.8265], [-1.3339, -1.3141, -0.8813], [0.7651, -0.1787, 0.2956], [1.2961, -0.9850, -0.6991], [1.3241, 1.1763, 0.3583], [1.0865, -0.5111, 1.4313], [0.3052, -1.2971, -0.9608], [0.7573, 1.8060, -0.1422]],
  "lowdin_charge": [-0.49, 0.14, -0.50, -0.49, -0.54, -0.16, -0.17, 0.12, 0.05, 0.04],
  "smiles": "O=P([O-])([O-])C(O)O",
  "multiplicity": 1,
  "homo_energy_ev": 0.36,
  "total_charge": -2,
  "orbital_gap_ev": 6.8
}

Entry 8:
{
  "formula": "CH3OP",
  "method": "ωB97M-V with the def2-TZVPD basis set",
  "symbols": ["O", "C", "P", "H", "H", "H"],
  "positions_angstrom": [[-2.2593, -0.3816, 0.1724], [-1.2676, -0.0419, -0.3882], [0.4777, -0.9328, -0.0555], [-1.3708, 0.4026, -1.3928], [0.4986, -0.8867, 1.2930], [1.1428, 0.4461, 0.1419]],
  "lowdin_charge": [-0.04, -0.52, 0.76, 0.06, -0.19, -0.07],
  "smiles": "O=CP",
  "multiplicity": 1,
  "homo_energy_ev": -9.43,
  "total_charge": 0,
  "orbital_gap_ev": 9.9
}

Entry 9:
{
  "formula": "CH3PS4",
  "method": "ωB97M-V with the def2-TZVPD basis set",
  "symbols": ["C", "P", "S", "S", "S", "S", "H", "H", "H"],
  "positions_angstrom": [[1.9034, -0.9744, 0.0974], [0.3863, -0.3976, 0.5728], [-2.8526, -0.9530, -0.2724], [-1.1256, -1.9244, -0.0341], [-1.1347, 2.6205, 0.2400], [0.1589, 1.3650, -0.7230], [2.4346, -1.5714, 0.8229], [2.4920, -0.2069, -0.6224], [-2.2623, 2.0422, -0.0812]],
  "lowdin_charge": [-0.40, 0.28, 0.03, 0.00, 0.25, 0.04, -0.01, 0.06, -0.25],
  "multiplicity": 1,
  "homo_energy_ev": [-8.65, -8.27],
  "total_charge": 0,
  "orbital_gap_ev": [6.9, 6.2]
}

Entry 10:
{
  "formula": "CH3PSi",
  "method": "ωB97M-V with the def2-TZVPD basis set",
  "symbols": ["C", "Si", "P", "H", "H", "H"],
  "positions_angstrom": [[-0.3865, -0.7804, 0.9225], [-0.0403, 0.6050, -0.2596], [0.0009, -1.6050, -0.5296], [-0.2818, -0.9336, 1.9144], [-0.9724, 1.2686, -1.1242], [1.6801, 1.4453, -0.9234]],
  "lowdin_charge": [-0.69, 0.29, 0.64, -0.08, -0.15, -0.02],
  "multiplicity": 1,
  "homo_energy_ev": -8.88,
  "total_charge": 0,
  "orbital_gap_ev": 8.3
}

Entry 11:
{
  "formula": "CH4",
  "method": "ωB97M-V with the def2-TZVPD basis set",
  "symbols": ["C", "H", "H", "H", "H"],
  "positions_angstrom": [[-0.0096, -0.0134, -0.0291], [-0.9008, -0.6463, 0.1207], [-0.3328, 1.0764, -0.0659], [0.6411, -0.2703, -0.8167], [0.6500, -0.0792, 0.9363]],
  "lowdin_charge": [-0.07, 0.01, 0.03, -0.02, 0.05],
  "smiles": "C",
  "multiplicity": 1,
  "homo_energy_ev": -12.71,
  "total_charge": 0,
  "orbital_gap_ev": 14.0
}

Entry 12:
{
  "formula": "CH4",
  "method": "ωB97M-V with the def2-TZVPD basis set",
  "symbols": ["C", "H", "H", "H", "H"],
  "positions_angstrom": [[0.0012, 0.0037, -0.0928], [-0.6638, -0.6707, -0.5235], [-0.5490, 0.0285, 0.8842], [0.2169, 1.0591, -0.2065], [0.9889, -0.4393, 0.4028]],
  "lowdin_charge": [-0.07, -0.02, 0.01, 0.01, 0.06],
  "smiles": "C",
  "multiplicity": 1,
  "homo_energy_ev": -12.12,
  "total_charge": 0,
  "orbital_gap_ev": 13.4
}

Entry 13:
{
  "formula": "CH4AlO",
  "method": "ωB97M-V with the def2-TZVPD basis set",
  "symbols": ["Al", "C", "O", "H", "H", "H", "H"],
  "positions_angstrom": [[-11.3352, -26.0266, 1.6100], [-13.9228, -27.8543, 4.0322], [-13.2844, -26.5907, 3.8190], [-14.4110, -28.3094, 3.1704], [-13.3340, -28.5612, 4.6167], [-14.8683, -27.7729, 4.5684], [-13.3604, -26.0129, 4.5818]],
  "lowdin_charge": [1.80, 0.19, 0.16, 0.17, 0.22, 0.27, 0.20],
  "multiplicity": 1,
  "homo_energy_ev": -27.62,
  "total_charge": 3,
  "orbital_gap_ev": 4.4
}

Entry 14:
{
  "formula": "CH4BBrO3",
  "method": "ωB97M-V with the def2-TZVPD basis set",
  "symbols": ["B", "C", "O", "O", "O", "Br", "H", "H", "H", "H"],
  "positions_angstrom": [[-0.9263, -0.4325, -0.3509], [1.7002, 0.5920, 0.9707], [-0.4266, 0.8237, -0.7214], [-2.0728, -1.1136, -0.9829], [-0.4109, -1.0633, 0.6889], [2.2778, 0.2187, -0.6765], [1.1467, 1.5031, 1.0604], [2.0444, -0.1414, 1.7054], [-0.8852, 1.2795, -1.4251], [-2.4473, -1.6662, -0.2685]],
  "lowdin_charge": [-0.97, -0.31, 0.00, 0.05, 0.04, 0.94, 0.03, 0.04, 0.10, 0.08],
  "multiplicity": 1,
  "homo_energy_ev": [-8.98, -8.98],
  "total_charge": 0,
  "orbital_gap_ev": [6.5, 6.5]
}

Entry 15:
{
  "formula": "CH4Br2OSi",
  "method": "ωB97M-V with the def2-TZVPD basis set",
  "symbols": ["C", "O", "Si", "Br", "Br", "H", "H", "H", "H"],
  "positions_angstrom": [[-0.0845, 1.6287, -0.4769], [0.7006, -0.9139, 1.1652], [-0.1070, -2.1219, 0.7522], [-0.8840, 0.5561, -1.8088], [1.4323, 2.6213, -1.2370], [-0.7883, 2.3110, 0.0199], [0.3615, 0.9627, 0.2532], [0.8947, -3.0546, 0.3731], [-1.5254, -1.9895, 0.9593]],
  "lowdin_charge": [-1.08, -0.48, 0.63, 0.57, 0.52, 0.02, -0.06, -0.06, -0.06],
  "multiplicity": 1,
  "homo_energy_ev": -10.04,
  "total_charge": 0,
  "orbital_gap_ev": 9.5
}

Entry 16:
{
  "formula": "CH4BrN2O",
  "method": "ωB97M-V with the def2-TZVPD basis set",
  "symbols": ["C", "N", "N", "O", "Br", "H", "H", "H", "H"],
  "positions_angstrom": [[1.7161, 1.1932, 0.2568], [1.9778, 2.2908, -0.3367], [0.2532, -2.1584, 0.8683], [-0.4432, -2.4343, -0.1795], [2.3328, -0.5765, -0.1488], [1.3669, 3.0566, -0.1651], [2.8083, 2.5680, -0.8232], [-0.3836, -1.7945, 1.5596], [-0.0996, -3.0377, -0.9574]],
  "lowdin_charge": [-0.32, 0.13, -0.12, -0.14, 0.93, 0.14, 0.15, 0.05, 0.18],
  "multiplicity": 3,
  "homo_energy_ev": [-12.33, -13.31],
  "total_charge": 1,
  "orbital_gap_ev": [6.5, 5.5]
}

Entry 17:
{
  "formula": "CH4BrNO",
  "method": "ωB97M-V with the def2-TZVPD basis set",
  "symbols": ["C", "N", "O", "Br", "H", "H", "H", "H"],
  "positions_angstrom": [[0.9968, -0.4112, -0.2004], [-1.3555, 1.2332, -0.0174], [0.8026, 0.7711, 0.0827], [-1.9286, -0.4890, 0.1857], [-0.0529, -0.9398, -0.4620], [1.3822, -1.1312, 0.6250], [1.5967, -0.6832, -1.1501], [-1.4415, 1.6501, 0.9365]],
  "lowdin_charge": [-0.44, -0.37, -0.12, 0.74, -0.02, 0.11, 0.11, -0.01],
  "multiplicity": 1,
  "homo_energy_ev": [-9.58, -9.73],
  "total_charge": 0,
  "orbital_gap_ev": [8.3, 8.6]
}

Entry 18:
{
  "formula": "CH4BrOP",
  "method": "ωB97M-V with the def2-TZVPD basis set",
  "symbols": ["C", "O", "P", "Br", "H", "H", "H", "H"],
  "positions_angstrom": [[-0.4648, -0.2448, 0.0740], [-0.8352, -1.4772, -0.2172], [1.2684, 0.0694, 0.2583], [0.3060, 2.2807, -1.7731], [-1.1503, 0.5747, -0.1150], [-1.7352, -1.5498, -0.5668], [1.1393, 1.2024, 1.0478], [1.4716, -0.8553, 1.2921]],
  "lowdin_charge": [-0.42, 0.04, 0.79, -0.41, 0.02, 0.14, -0.07, -0.08],
  "multiplicity": 1,
  "homo_energy_ev": [-8.08, -8.08],
  "total_charge": 0,
  "orbital_gap_ev": [6.0, 6.0]
}

Entry 19:
{
  "formula": "CH4Cl2",
  "method": "ωB97M-V with the def2-TZVPD basis set",
  "symbols": ["C", "Cl", "H", "H", "H", "Cl", "H"],
  "positions_angstrom": [[0.4273, 0.6372, -0.1486], [0.1451, 1.3735, -1.7428], [-0.1464, 1.1854, 0.5990], [0.1060, -0.4038, -0.1792], [1.4911, 0.6941, 0.0830], [-0.5663, -2.1892, 0.8063], [-1.4567, -1.2972, 0.5824]],
  "lowdin_charge": [-0.56, 0.45, 0.03, -0.12, 0.03, 0.36, -0.20],
  "smiles": "CCl.Cl",
  "multiplicity": 1,
  "homo_energy_ev": -10.61,
  "total_charge": 0,
  "orbital_gap_ev": 11.3
}

Entry 20:
{
  "formula": "CH4Cl2N3S",
  "method": "ωB97M-V with the def2-TZVPD basis set",
  "symbols": ["N", "C", "S", "N", "N", "Cl", "Cl", "H", "H", "H", "H"],
  "positions_angstrom": [[-1.0949, 0.8390, -0.2087], [-0.7860, -0.5981, 0.1553], [-1.9396, -1.7012, 0.4785], [0.5300, -0.9188, 0.0176], [1.4845, 0.0485, -0.3505], [3.0009, -0.6119, -0.9754], [1.6710, 1.2145, 1.0158], [-1.2439, 1.0575, -1.2216], [-1.9430, 1.0002, 0.4798], [-0.4691, 1.4679, 0.2293], [0.7900, -1.7977, 0.3798]],
  "lowdin_charge": [0.18, -0.84, 0.83, -0.12, -0.86, 0.65, 0.61, 0.20, 0.21, 0.03, 0.12],
  "smiles": "[NH3+]C(=S)NN(Cl)Cl",
  "multiplicity": 1,
  "homo_energy_ev": -13.89,
  "total_charge": 1,
  "orbital_gap_ev": 8.6
}

Short version: total energy = -1004.9810; -1005.0921; -1460.2499; -1460.2345; -340.2432; -738.8872; -757.5104; -456.4265; -1973.9264; -670.5994; -40.4834; -40.4593; -356.4565; -2865.0726; -5553.2098; -2798.7584; -2744.3061; -3031.0115; -960.8675; -1522.9394 a.u., in the order given.
Short version: energy relative to the best compared isomer or geometry (same formula, charge and spin) = 5.910; 2.887; 0.042; 0.461; 6.332; 6.482; 0.151; 1.359; 2.638; 1.727; 0.206; 0.863; 0.505; 3.052; 3.649; 0.036; 3.349; 1.963; 0.129; 0.817 eV, in the order given.